269
Properties=species:S:1:pos:R:3:forces:R:3 method="wB97M-V/def2-TZVPD" max_force_ev_per_a=4.25 gap_ev=5.0 charge=+7 energy_ha=-6678.42466
C -11.298 -7.865 -0.290 0.342 -0.495 -0.230
C -11.782 -7.367 1.028 1.592 0.549 1.435
N -11.082 -8.055 2.148 -0.384 -1.138 0.470
C -11.213 -9.397 2.398 -1.112 -1.393 0.183
C -10.509 -9.731 3.519 0.690 0.363 -0.149
N -9.856 -8.555 3.894 -0.217 1.325 -0.095
C -10.273 -7.551 3.078 0.542 -0.671 0.089
C -8.917 -8.385 5.057 -1.550 1.414 -0.727
H -10.192 -7.711 -0.362 -0.973 -0.425 -0.102
H -11.798 -7.247 -1.017 -0.008 0.130 -0.590
H -11.630 -8.908 -0.456 0.538 0.467 -0.062
H -12.845 -7.396 1.184 -0.400 -0.214 0.093
H -11.415 -6.368 1.193 -0.354 0.739 -0.323
H -11.923 -10.027 1.835 0.700 0.529 0.317
H -10.368 -10.689 4.063 -0.174 1.029 -0.631
H -9.976 -6.511 3.078 0.280 -0.203 0.253
H -9.503 -8.530 5.933 -0.380 -0.403 0.817
H -8.501 -7.363 5.122 -0.222 -0.650 -0.640
H -8.164 -9.103 4.965 1.216 -0.962 -0.088
C 7.596 3.146 8.558 0.450 -2.213 -1.962
C 6.560 2.005 8.367 0.185 1.135 -0.365
N 6.740 1.118 7.162 0.022 3.041 2.962
C 6.047 0.003 6.997 -0.729 -2.411 -0.914
C 6.491 -0.534 5.801 -1.045 -0.721 0.607
N 7.423 0.320 5.318 0.313 0.965 -0.002
C 7.537 1.370 6.162 0.651 -0.936 -0.907
C 8.182 0.277 4.086 1.028 0.613 -0.033
H 7.525 3.836 7.718 -0.162 0.599 0.587
H 8.599 2.699 8.475 -0.112 0.189 0.290
H 7.476 3.500 9.556 -0.163 0.844 0.398
H 5.583 2.506 8.226 0.258 -0.742 0.487
H 6.660 1.395 9.259 -0.628 -0.340 -0.136
H 5.327 -0.373 7.739 0.558 0.294 -0.607
H 6.177 -1.449 5.289 0.357 0.332 0.027
H 8.204 2.217 6.086 -0.080 -0.256 -0.131
H 8.481 -0.694 3.738 0.222 -0.775 0.553
H 9.039 0.948 4.243 -0.072 -0.514 -0.188
H 7.636 0.669 3.272 -0.977 0.642 -0.731
C -2.334 -7.661 3.266 -1.153 -0.411 0.247
C -1.525 -6.613 3.982 -0.900 -0.047 1.064
C -2.179 -5.240 4.255 -0.555 -1.128 0.494
C -3.432 -5.393 5.190 0.755 0.530 -0.270
P -3.919 -3.810 6.029 -1.063 -0.692 -0.388
C -2.641 -3.395 7.205 0.678 0.454 -1.186
C -2.692 -2.016 7.823 -0.517 0.625 0.269
C -1.737 -1.773 8.960 1.484 -1.057 0.202
C -0.265 -1.871 8.508 -0.084 -0.268 -0.164
C -4.219 -2.550 4.718 -0.251 -0.238 1.742
C -4.874 -1.238 5.277 0.344 0.336 -2.601
C -5.802 -0.644 4.162 -0.681 0.010 1.354
C -5.108 -0.680 2.818 -1.225 0.854 -0.492
C -5.477 -4.014 7.034 0.703 2.026 -0.555
C -5.683 -5.215 7.878 -0.336 -2.099 -0.112
C -7.178 -5.629 7.922 0.419 0.709 -0.110
C -7.526 -6.799 8.803 -0.736 0.087 0.637
H -1.750 -8.578 3.188 0.057 0.077 -0.359
H -2.654 -7.281 2.298 0.245 -0.259 -0.236
H -3.271 -7.976 3.758 0.315 0.326 0.127
H -0.649 -6.529 3.403 1.213 0.715 -0.660
H -1.176 -6.983 4.953 -0.116 -0.112 -0.001
H -2.438 -4.711 3.347 -0.153 0.080 -0.218
H -1.435 -4.699 4.776 0.929 0.958 0.437
H -3.214 -6.153 5.971 -0.339 0.380 -0.453
H -4.211 -5.705 4.497 -0.601 -0.144 0.584
H -1.700 -3.527 6.617 -0.413 -0.050 0.818
H -2.755 -4.141 7.951 0.311 -0.996 0.826
H -3.658 -1.688 8.225 -0.271 -0.582 -0.405
H -2.451 -1.312 7.059 0.088 0.710 -0.755
H -1.917 -2.545 9.735 0.015 0.705 -0.021
H -1.916 -0.774 9.318 -0.206 0.246 0.549
H -0.130 -1.343 7.558 0.246 0.766 0.423
H -0.053 -2.862 8.162 0.054 -1.060 0.121
H 0.518 -1.678 9.271 -0.704 0.386 -0.501
H -4.874 -3.137 4.067 -0.238 0.387 -0.119
H -3.299 -2.374 4.199 0.612 0.067 -0.307
H -4.172 -0.399 5.465 0.078 -1.018 0.487
H -5.471 -1.509 6.105 -0.482 0.262 1.117
H -6.160 0.364 4.538 0.565 -0.893 -0.753
H -6.695 -1.277 4.166 -0.023 0.098 -0.360
H -5.120 -1.654 2.394 0.588 -1.228 0.140
H -4.131 -0.254 2.877 0.903 0.111 -0.070
H -5.627 -0.188 1.993 -0.287 0.716 0.372
H -6.272 -3.988 6.312 -0.442 0.296 -0.622
H -5.546 -3.083 7.655 -0.011 -0.602 -0.609
H -5.392 -5.064 8.892 0.572 0.176 0.790
H -5.087 -6.043 7.477 -0.104 -0.151 0.185
H -7.532 -5.775 6.891 -0.059 0.227 0.253
H -7.673 -4.781 8.413 -0.286 0.107 -0.664
H -8.627 -6.929 8.838 0.572 -0.155 -0.307
H -7.290 -6.543 9.833 0.295 -0.124 0.220
H -7.040 -7.734 8.566 0.107 -0.283 -0.224
C 3.487 8.809 -1.529 -1.934 1.135 1.567
C 4.234 7.547 -1.441 0.298 -1.616 -1.588
C 4.607 7.067 -2.918 -0.150 1.188 1.021
C 5.779 7.876 -3.467 1.669 0.918 1.785
P 6.349 7.510 -5.124 -0.273 0.922 -0.422
C 6.170 5.780 -5.513 -0.677 -0.799 0.561
C 6.969 5.250 -6.712 -1.244 -0.875 -0.416
C 6.426 5.665 -8.058 -1.274 -0.746 -1.731
C 6.968 4.828 -9.208 -2.206 0.124 -1.278
C 5.153 8.340 -6.234 0.357 0.388 -0.209
C 5.061 9.948 -6.356 -0.356 -2.001 -0.367
C 4.279 10.574 -5.213 -0.481 0.587 0.026
C 2.781 10.324 -5.493 0.255 1.387 0.129
C 8.069 8.025 -5.275 0.681 0.952 -0.130
C 8.318 9.525 -4.887 -0.173 0.696 -0.542
C 9.657 10.138 -5.443 -1.318 -2.400 0.338
C 9.787 9.974 -7.003 2.357 0.676 0.610
H 2.413 8.684 -1.835 0.959 -0.177 -0.020
H 3.926 9.516 -2.219 0.165 0.446 0.227
H 3.401 9.189 -0.480 0.181 0.434 -1.006
H 3.634 6.811 -0.906 -0.287 -0.356 -0.435
H 5.104 7.578 -0.784 0.425 0.432 -0.458
H 3.756 7.177 -3.622 0.164 -0.482 0.678
H 4.992 6.076 -2.827 -0.254 -1.078 -0.336
H 6.616 7.778 -2.702 -0.533 -0.225 -1.108
H 5.680 8.985 -3.479 -0.391 -0.741 0.049
H 5.044 5.607 -5.654 1.563 0.064 0.244
H 6.503 5.255 -4.593 -0.336 0.078 -0.405
H 6.792 4.147 -6.730 0.701 0.649 0.416
H 8.044 5.487 -6.670 -0.358 -0.284 0.194
H 6.514 6.689 -8.318 0.841 1.216 0.064
H 5.351 5.522 -8.313 0.036 0.023 1.583
H 6.777 5.356 -10.157 0.594 0.053 0.315
H 6.364 3.916 -9.390 0.412 0.153 0.655
H 7.959 4.558 -9.100 2.204 -0.453 -0.026
H 4.174 7.921 -5.856 0.807 0.407 -0.638
H 5.402 7.887 -7.235 -0.612 0.543 0.933
H 4.481 9.985 -7.314 0.752 0.778 0.727
H 6.041 10.387 -6.436 0.269 -0.019 -0.525
H 4.513 11.674 -5.017 -0.326 -1.385 -0.748
H 4.534 10.086 -4.276 0.025 0.098 0.077
H 2.457 9.338 -5.146 -0.088 0.179 -0.289
H 2.615 10.492 -6.578 -0.229 -0.392 0.679
H 2.223 11.113 -4.971 -0.240 -0.504 -0.049
H 8.515 7.715 -6.242 -0.606 0.483 0.278
H 8.668 7.502 -4.550 0.003 -0.853 0.458
H 8.263 9.636 -3.796 0.193 -0.209 -0.151
H 7.517 10.160 -5.254 -0.199 -0.012 -0.135
H 10.435 9.505 -4.898 -0.407 1.032 -1.070
H 9.736 11.169 -5.087 0.068 -0.160 -0.288
H 9.682 8.955 -7.422 0.114 0.463 0.589
H 10.870 10.254 -7.027 -0.529 -0.581 -0.911
H 9.355 10.669 -7.745 -0.515 -0.039 1.020
C -0.877 4.490 -0.110 0.656 1.259 -0.617
C -1.089 5.988 0.117 -0.663 0.246 -0.010
C -2.567 6.382 0.397 -0.031 0.489 -0.023
C -3.086 5.708 1.754 0.250 -0.018 -1.378
P -4.782 6.096 2.232 -0.107 0.477 1.056
C -4.877 7.909 2.522 -0.113 -0.941 -1.222
C -3.896 8.330 3.639 -0.048 1.120 -1.354
C -4.222 9.823 3.948 0.668 -1.488 0.299
C -5.578 10.036 4.559 -0.234 1.237 -0.924
C -5.961 5.706 0.911 -0.439 -0.772 1.227
C -6.010 4.160 0.691 0.041 0.850 0.614
C -6.809 3.711 -0.540 1.067 -0.098 0.279
C -6.285 2.354 -0.991 -0.602 -0.685 -1.395
C -4.994 5.187 3.849 -1.228 -0.558 -0.801
C -6.226 5.785 4.600 0.915 -1.319 0.279
C -6.568 5.127 5.926 0.430 0.126 2.246
C -8.063 5.158 6.367 0.212 1.030 -0.649
H -1.461 4.089 -0.939 -0.584 -0.139 0.575
H -0.964 4.076 0.864 -0.614 -1.266 0.496
H 0.132 4.269 -0.418 0.608 0.182 0.006
H -0.773 6.609 -0.712 0.140 -0.089 -0.414
H -0.493 6.352 0.969 -0.081 -0.285 -0.116
H -3.247 6.087 -0.461 0.801 0.158 0.920
H -2.518 7.537 0.367 -0.663 -1.720 0.662
H -2.477 5.989 2.612 0.164 0.221 -0.021
H -3.011 4.587 1.714 -0.085 0.950 -0.225
H -5.932 8.266 2.595 0.726 -0.573 0.346
H -4.551 8.285 1.502 -0.130 -0.063 1.159
H -2.911 8.368 3.079 -0.625 -0.486 1.319
H -3.926 7.678 4.537 0.216 0.359 -0.626
H -4.145 10.251 2.969 0.005 0.942 -0.398
H -3.412 10.168 4.546 0.537 0.620 0.543
H -6.271 9.931 3.727 -0.597 0.399 0.315
H -5.744 10.978 5.108 0.287 -0.089 -0.752
H -5.831 9.316 5.268 -0.251 -1.591 1.237
H -5.624 6.334 0.075 -0.231 -0.477 -0.144
H -6.933 6.067 1.263 0.057 0.217 -0.186
H -6.307 3.606 1.624 -0.238 0.753 -0.785
H -4.956 3.921 0.644 0.346 -0.684 -0.786
H -6.792 4.479 -1.325 0.590 -0.256 -0.016
H -7.864 3.643 -0.351 -0.532 -0.181 0.572
H -6.813 2.050 -1.910 0.258 0.144 0.130
H -6.471 1.521 -0.330 -0.405 0.060 0.768
H -5.222 2.247 -1.194 0.182 0.696 -0.101
H -4.026 5.275 4.366 -0.428 -0.016 0.014
H -5.214 4.086 3.647 0.540 1.358 0.122
H -7.074 5.715 3.972 -1.003 -0.239 -0.971
H -6.082 6.814 4.756 0.272 1.476 0.217
H -6.061 5.667 6.747 0.122 0.137 -0.431
H -6.086 4.143 6.077 -0.653 -0.022 -0.650
H -8.232 4.537 7.265 -0.029 0.313 -0.602
H -8.674 4.864 5.514 -0.263 -0.537 0.222
H -8.422 6.216 6.566 0.679 -1.145 0.039
C 15.955 -13.401 3.034 -0.922 0.304 1.451
N 14.832 -12.464 2.756 -0.737 0.345 -0.467
C 14.675 -11.915 1.535 -0.528 0.044 0.347
C 13.730 -10.923 1.325 1.129 -0.292 -1.117
C 12.865 -10.545 2.327 0.031 0.150 -0.660
C 12.876 -11.276 3.483 2.667 -1.170 -0.724
C 13.935 -12.163 3.713 0.393 -0.263 0.584
C 11.979 -9.405 2.029 0.708 -0.213 -0.016
C 10.644 -9.435 2.295 -1.313 0.067 -0.031
C 9.835 -8.386 1.925 -0.343 1.354 0.019
N 10.357 -7.286 1.275 -1.580 -1.257 0.911
C 11.659 -7.290 0.977 -0.601 1.342 -0.027
C 12.480 -8.291 1.387 1.973 0.402 -0.760
C 9.472 -6.112 0.998 -0.168 1.518 0.141
H 16.656 -13.378 2.236 0.846 0.425 -0.283
H 15.607 -14.406 3.126 -0.673 -0.698 -0.236
H 16.286 -13.161 4.057 0.619 0.192 -0.736
H 15.273 -12.348 0.767 0.506 0.157 -0.524
H 13.679 -10.434 0.343 0.116 -0.400 0.428
H 12.194 -11.143 4.218 -1.906 0.550 2.334
H 14.201 -12.634 4.679 -0.817 0.402 -0.537
H 10.170 -10.283 2.750 -0.079 -0.240 0.240
H 8.771 -8.373 2.235 0.792 0.264 -0.571
H 12.019 -6.402 0.465 0.027 -0.173 0.054
H 13.553 -8.103 1.143 -0.926 -0.662 0.387
H 9.223 -5.996 -0.059 0.114 -0.665 -0.016
H 10.004 -5.150 1.234 -0.296 -1.112 0.207
H 8.528 -6.114 1.600 0.999 -0.257 -0.271
C -3.757 1.674 -18.098 0.389 -1.295 1.985
N -4.122 0.534 -17.105 -0.290 0.787 -1.167
C -5.433 0.098 -17.165 1.919 1.348 -0.465
C -5.826 -0.850 -16.303 -0.455 -0.766 0.042
C -4.898 -1.488 -15.455 -0.190 -0.001 -0.993
C -3.574 -1.127 -15.536 0.773 0.309 0.289
C -3.186 -0.025 -16.317 -2.762 -1.058 -0.275
C -5.404 -2.657 -14.718 -1.988 1.307 -0.369
C -6.811 -2.723 -14.579 -0.690 0.020 0.307
C -7.382 -3.765 -13.938 -0.976 -2.346 0.548
N -6.655 -4.863 -13.456 -0.592 1.981 -0.714
C -5.347 -4.796 -13.627 1.366 -0.954 0.214
C -4.710 -3.688 -14.212 2.701 -1.498 1.349
C -7.323 -6.002 -12.754 -0.585 1.131 -0.965
H -4.529 2.437 -17.936 1.002 0.270 0.045
H -3.859 1.267 -19.065 -0.298 -0.541 -1.214
H -2.664 1.822 -17.951 -1.068 0.845 0.074
H -6.058 0.550 -17.945 0.276 -0.170 0.512
H -6.844 -1.190 -16.441 0.154 0.021 0.239
H -2.821 -1.711 -15.010 -0.056 0.427 -0.008
H -2.215 0.358 -16.380 1.260 0.420 -0.021
H -7.559 -1.982 -14.908 0.893 -0.306 0.175
H -8.479 -3.885 -13.889 0.754 0.199 0.270
H -4.715 -5.677 -13.332 -0.881 0.999 -0.046
H -3.580 -3.689 -14.107 -1.565 -0.084 -0.619
H -6.538 -6.555 -12.316 0.501 -0.712 0.763
H -7.837 -6.582 -13.503 -0.111 -0.328 -0.241
H -8.070 -5.610 -12.059 0.428 -0.053 0.074
C -5.738 -5.786 1.533 0.998 0.216 -0.610
F -5.679 -4.919 0.484 0.315 -0.699 0.871
F -5.933 -7.021 1.023 0.741 0.861 0.490
F -4.520 -5.700 2.222 -1.187 -0.537 -1.366
S -7.046 -5.341 2.679 0.929 -1.564 0.425
O -6.507 -4.235 3.375 0.678 2.850 0.750
O -8.137 -5.184 1.809 -2.357 0.862 -1.461
O -7.130 -6.472 3.542 -0.243 -1.871 1.033
C 6.447 -3.222 1.267 2.138 -1.199 0.481
F 6.150 -1.961 1.151 -0.171 1.334 -0.220
F 5.336 -3.917 1.126 -0.015 -0.535 -0.713
F 7.403 -3.510 0.288 -1.463 -0.116 0.506
S 7.227 -3.580 2.924 0.669 -0.127 0.220
O 6.147 -3.108 3.761 0.167 0.592 0.439
O 7.492 -4.998 3.056 -0.519 -0.508 -0.664
O 8.485 -2.846 2.891 -0.726 0.613 0.006